This record from the Open Molecules 2025 dataset describes a molecular structure, C21H34N4S2 at a distorted geometry. The level of theory is ωB97M-V/def2-TZVPD.

Output
HOMO level, eV: -6.7
Energy relative to the best compared isomer or geometry (same formula, charge and spin), kcal/mol: 560.5
Orbital gap, hartree: 0.26173

Last column: Mulliken charge in e.
Positions of all 61 atoms, in Å:
C: 0.04405 -2.08085 1.98774  -1.691
H: -0.89576 -2.38774 1.80669  0.532
H: 0.24506 -0.92916 1.65387  0.163
H: 0.38202 -2.28563 2.89569  0.600
C: 0.88804 -3.06875 0.78784  1.485
N: 2.20700 -2.62242 1.21361  -0.547
C: 2.57521 -2.07315 0.27674  -0.390
N: 1.73994 -1.79831 -1.04265  0.109
C: 2.17123 -1.13107 -2.11903  1.136
C: 3.54825 -0.81878 -1.89336  -0.607
S: 4.12698 -1.03256 -0.30786  -0.274
H: 4.00862 -0.13539 -2.68387  0.309
C: 1.34839 -1.02774 -3.27307  -1.263
H: 0.48731 -1.42655 -3.14749  0.431
H: 1.84736 -0.89364 -4.23725  0.438
S: 0.62582 0.85309 -2.93156  -0.320
C: -0.15832 0.56286 -1.36611  -0.305
N: 0.18472 0.90484 -0.19182  0.050
C: 1.56042 1.55592 0.19508  0.104
C: 2.27401 2.38338 -0.53709  0.687
C: 3.51580 2.78718 -0.01337  -1.408
H: 4.03498 3.52593 -0.42705  0.668
H: 4.16204 2.03076 0.38189  0.270
C: 3.15005 3.59379 1.53059  -1.030
H: 4.12524 4.01333 1.63161  0.488
H: 2.74098 4.47305 1.09543  0.407
C: 2.37335 2.47922 2.26500  -0.760
C: 1.13825 2.37698 1.50848  -1.166
H: 0.41596 3.04758 1.38321  0.750
H: 0.53252 1.53360 2.25574  0.111
H: 2.10286 3.32194 3.12231  0.190
H: 2.90803 1.75978 2.43829  0.782
H: 1.73990 3.24060 -0.94117  0.237
H: 2.56891 1.66411 -1.57567  -0.086
H: 2.01895 0.50545 0.55562  -0.414
N: -1.37525 0.39648 -1.62077  0.151
H: -1.72562 0.29264 -2.77861  0.392
C: -2.43899 0.15996 -0.36055  -1.583
H: -1.92775 0.02349 0.33444  1.458
C: -3.50110 -0.89787 -0.80629  -0.827
C: -4.36418 -1.19080 0.35411  -1.003
H: -5.26305 -1.86926 0.22246  0.281
H: -4.05534 -1.35640 1.18076  0.711
C: -5.27552 0.05169 0.31506  -0.758
H: -6.07185 0.18528 1.01512  0.482
H: -5.60465 0.29979 -0.66125  0.359
C: -4.19923 1.25181 0.59746  -1.021
C: -3.09036 1.30459 -0.50033  0.119
H: -2.50122 2.35937 -0.43274  0.148
H: -3.83308 1.71651 -1.45116  0.189
H: -3.76450 1.26689 1.47155  0.651
H: -4.82144 2.33754 0.54849  0.272
H: -2.63277 -1.89824 -1.05196  0.080
H: -3.80535 -0.95738 -1.76961  0.557
C: 0.66617 -2.56537 -0.43045  -0.771
H: 0.43108 -3.28566 -0.96551  0.928
H: -0.34146 -1.90079 -0.68415  -0.106
C: 0.59881 -4.38172 1.23163  -1.676
H: -0.32745 -4.57699 1.02743  0.553
H: 1.47015 -4.97005 0.80357  0.334
H: 1.01584 -4.69714 2.11430  0.393